A structure of composition C25H27MnN5O. Source: the OMol25 dataset; level of theory: ωB97M-V/def2-TZVPD.

Last column: Mulliken spin population.
CARTESIAN COORDINATES (ANGSTROEM)
Mn -0.2832 0.2605 -0.0222  0.8405
C 0.1154 1.5489 -2.6352  -0.0009
N 0.0351 0.1493 -2.1205  0.0100
C 1.2300 -0.6110 -2.5603  0.0040
C -1.1760 -0.5246 -2.5739  0.0162
C -1.6243 -0.5139 -3.8779  -0.0113
C -2.8183 -1.1574 -4.1858  0.0225
C -3.5647 -1.7928 -3.1930  -0.0055
C -3.1009 -1.8378 -1.8932  0.0153
C -1.8766 -1.2365 -1.5950  -0.0072
N -1.2693 -1.2053 -0.3289  0.0573
C -1.5580 -2.0981 0.7187  -0.0251
C -2.0533 -3.3908 0.5765  0.0173
C -2.1976 -4.1743 1.7089  -0.0050
C -1.8536 -3.6730 2.9607  0.0137
C -1.3458 -2.3844 3.0965  -0.0056
C -1.1960 -1.6065 1.9692  0.0245
N -0.7140 -0.2316 1.9767  -0.0276
C -1.8551 0.6872 2.3022  0.0108
C 0.3791 -0.0002 2.9487  0.0044
H 0.2328 1.5619 -3.7185  0.0018
H 0.9797 2.0326 -2.1855  -0.0009
H -0.7831 2.0947 -2.3635  0.0004
H 1.2511 -0.6578 -3.6497  0.0005
H 1.1944 -1.6211 -2.1598  -0.0008
H 2.1266 -0.1097 -2.2065  0.0002
H -1.0724 0.0026 -4.6527  0.0005
H -3.1795 -1.1478 -5.2062  0.0004
H -4.5163 -2.2469 -3.4373  0.0003
H -3.6891 -2.3081 -1.1158  -0.0004
H -2.2715 -3.7968 -0.4032  0.0000
H -2.5694 -5.1858 1.6135  0.0001
H -1.9758 -4.2904 3.8415  0.0001
H -1.0779 -2.0121 4.0767  0.0001
H -2.2822 0.4250 3.2697  -0.0011
H -2.6305 0.5955 1.5438  -0.0014
H -1.4881 1.7087 2.3259  -0.0002
H -0.0079 -0.0238 3.9671  0.0009
H 0.8011 0.9853 2.7632  0.0009
H 1.1490 -0.7577 2.8306  -0.0004
O -0.0297 1.9924 0.2410  0.0645
C 1.0154 2.8341 0.4359  -0.0086
C 0.7797 4.1957 0.5032  0.0246
C 1.8365 5.0651 0.6943  -0.0120
C 3.1390 4.5838 0.8177  0.0204
C 3.3669 3.2273 0.7526  -0.0108
C 2.3092 2.3315 0.5636  0.0092
C 2.5301 0.8899 0.5219  -0.0064
N 1.6231 -0.0594 0.3229  -0.0364
C 2.2505 -1.2944 0.4123  -0.0018
C 3.5612 -1.0868 0.6587  0.0060
N 3.7145 0.2822 0.7223  0.0009
H -0.2375 4.5548 0.4003  0.0004
H 1.6480 6.1300 0.7458  0.0000
H 3.9643 5.2669 0.9629  0.0007
H 4.3852 2.8667 0.8450  0.0004
H 1.7157 -2.2224 0.2977  -0.0007
H 4.3801 -1.7727 0.7956  0.0002
H 4.5838 0.7595 0.9011  -0.0002

Forces on atoms 1 to 3 (eV/Å):
0.706 -0.054 0.138
0.055 -0.146 -0.172
-0.464 0.536 0.323

Computed properties:
Lowest unoccupied orbital energy (spin up / spin down)   -0.3088 / -0.3102 Ha
Maximum force   0.0172 hartree/bohr
Charge   +2
Spin multiplicity   2
Orbital gap (spin up / spin down)   5.586 / 5.738 eV
E_HOMO (spin up / spin down)   -13.989 / -14.181 eV



An isolated molecule of C25H27N3O6S. Source: the OMol25 dataset; level of theory: ωB97M-V/def2-TZVPD.

Last column: Mulliken charge in e.
CARTESIAN COORDINATES (ANGSTROEM)
C 5.9501 6.2870 0.1043  -1.1189
C 6.2301 5.1455 -0.8625  -0.2813
O 5.0293 4.4864 -1.2642  -0.3964
C 4.3318 5.0907 -2.2526  0.5921
O 4.6656 6.1119 -2.8042  -0.6641
N 3.2185 4.3883 -2.5687  0.2880
C 2.8045 3.2109 -1.8343  -0.7710
C 1.7270 2.4714 -2.6239  -0.7398
N 0.5781 3.3275 -2.8176  0.3175
C -0.7167 2.9637 -2.6525  0.0372
O -1.6131 3.7880 -2.6465  -0.6591
C -1.0025 1.5043 -2.5022  0.0316
C -0.5686 0.5648 -3.4345  -0.1920
C -0.9263 -0.7615 -3.2962  -0.8162
C -1.7194 -1.1673 -2.2312  0.8390
C -2.1876 -0.2296 -1.3090  0.1164
C -1.8249 1.1036 -1.4589  -0.7563
N -3.0479 -0.5997 -0.2889  -0.0977
C -3.3225 -1.8416 0.2160  0.5790
O -4.1733 -1.9414 1.0811  -0.6994
C -2.5448 -2.9668 -0.3316  0.4521
C -2.1168 -4.1040 0.2586  -1.0016
C -2.1888 -4.6330 1.5989  0.1633
C -1.3992 -5.7491 1.8830  -1.3500
C -1.3829 -6.3134 3.1448  -0.5342
C -2.1634 -5.7898 4.1649  0.8948
O -2.2242 -6.2687 5.4323  -0.3985
C -1.4550 -7.3983 5.7622  -0.9538
C -2.9828 -4.6682 3.8897  0.9818
O -3.7309 -4.2222 4.9331  -0.4640
C -4.5836 -3.1224 4.7164  -0.8689
C -2.9840 -4.1105 2.6281  -0.5191
S -2.1745 -2.8589 -2.0764  -0.3787
C 0.8579 4.7443 -3.0029  -0.6156
C 2.2732 4.9302 -3.5238  -0.9356
H 5.3968 5.9239 0.9673  0.2927
H 5.3665 7.0561 -0.3952  0.3072
H 6.8888 6.7188 0.4391  0.3842
H 6.7430 5.5241 -1.7523  0.3312
H 6.8306 4.3656 -0.3891  0.3095
H 3.6694 2.5607 -1.6826  0.4901
H 2.4141 3.4919 -0.8472  0.2503
H 1.4256 1.5759 -2.0773  0.5898
H 2.1428 2.1619 -3.5910  0.1354
H 0.0284 0.8735 -4.2782  0.4982
H -0.6033 -1.4984 -4.0147  0.4246
H -2.1969 1.8428 -0.7649  0.3814
H -3.5537 0.1500 0.1682  0.2347
H -1.5531 -4.7503 -0.4079  0.3295
H -0.7784 -6.1787 1.1107  0.3099
H -0.7546 -7.1713 3.3246  0.3738
H -0.3836 -7.2062 5.6413  0.3666
H -1.6672 -7.6016 6.8106  0.2318
H -1.7378 -8.2685 5.1608  0.3728
H -5.0869 -2.9525 5.6668  0.2151
H -5.3262 -3.3336 3.9414  0.3667
H -4.0213 -2.2264 4.4359  0.3501
H -3.6238 -3.2752 2.4107  0.9296
H 0.1247 5.1465 -3.7064  0.4667
H 0.7327 5.2776 -2.0524  0.2901
H 2.5036 5.9893 -3.6554  0.4783
H 2.3876 4.4320 -4.4940  0.2092

Forces on atoms 1 to 3 (eV/Å):
-0.103 -0.303 -0.276
0.364 0.383 0.085
-0.302 -0.103 -0.052

Computed properties:
Lowest unoccupied orbital energy   0.0023 Ha
Maximum force   0.0185 hartree/bohr
SMILES   CCOC(=O)N1CCN(C(=O)c2ccc3c(c2)NC(=O)/C(=C\c2ccc(OC)c(OC)c2)S3)CC1
Orbital gap   7.739 eV
E_HOMO   -7.677 eV



A cluster of 2 separate species, C25H27N4O4S in total in a non-equilibrium geometry. Source: the OMol25 dataset; level of theory: ωB97M-V/def2-TZVPD.

Last column: Mulliken charge in e.
CARTESIAN COORDINATES (ANGSTROEM)
C -5.6991 2.8737 -1.6549  -1.0388
N -4.6137 3.3324 -0.8123  0.3036
C -4.9143 4.5068 -0.0205  -1.0131
C -3.3326 2.7748 -0.8760  -0.0335
C -2.4135 3.2064 -1.8613  -0.1856
C -1.1354 2.6898 -1.8891  -0.6676
C -0.7285 1.7023 -0.9588  0.8968
C 0.6268 1.2002 -0.9098  -0.4329
C 1.7500 1.9780 -0.8857  0.1674
C 3.0515 1.3283 -0.8957  0.0443
O 3.1985 0.1067 -0.9417  -0.6704
N 4.1864 2.1683 -0.8236  0.0187
C 5.4574 1.4657 -0.8752  -1.0175
C 4.1835 3.5547 -0.8615  0.4514
S 5.5422 4.5321 -0.8972  -0.3876
N 2.9255 4.1266 -0.8459  0.0241
C 2.8997 5.5911 -0.7695  -1.2426
C 1.7183 3.4261 -0.6438  0.7158
O 0.7141 4.0429 -0.2835  -0.6325
C -1.6960 1.1847 -0.0669  -0.8248
C -2.9513 1.7499 0.0231  -0.4310
H -5.3769 2.0154 -2.2536  0.2948
H -6.5516 2.5770 -1.0285  0.3070
H -6.0312 3.6780 -2.3268  0.3204
H -4.0275 4.8195 0.5406  0.2772
H -5.2405 5.3326 -0.6695  0.3163
H -5.7278 4.2799 0.6823  0.3111
H -2.7296 3.9751 -2.5703  0.3803
H -0.4240 3.0327 -2.6421  0.4448
H 0.7395 0.1170 -0.8786  0.4061
H 6.2400 2.2245 -0.8415  0.3051
H 5.5356 0.7948 -0.0161  0.3138
H 5.5167 0.8950 -1.8063  0.3221
H 1.8703 5.9363 -0.7881  0.3448
H 3.4095 5.9075 0.1489  0.3801
H 3.4685 5.9802 -1.6197  0.3791
H -1.4063 0.3482 0.5682  0.4040
H -3.6733 1.4125 0.7689  0.4131
C -0.6482 -5.5935 4.6982  -0.3905
C -0.3951 -4.2923 4.2417  -0.5204
C 0.2374 -4.0938 3.0105  -0.2849
C 0.6444 -5.1928 2.2480  0.4735
C 1.3246 -4.9677 0.9146  -1.1420
C 0.3113 -4.8073 -0.2250  0.5482
C 0.9020 -4.5251 -1.5999  -0.5116
O 0.3115 -3.3135 -2.0431  -0.3814
C -0.5282 -2.8078 -1.0486  0.4766
O -1.0957 -1.7375 -1.2361  -0.7297
N -0.5328 -3.6658 0.0085  -0.6804
C 0.3769 -6.4969 2.6935  -0.3677
C -0.2683 -6.6948 3.9191  -0.4752
H -1.1437 -5.7473 5.6584  0.3345
H -0.6919 -3.4264 4.8337  0.3391
H 0.3968 -3.0898 2.6082  0.2919
H 1.9239 -4.0410 0.9434  0.2952
H 1.9626 -5.8245 0.6712  0.3684
H -0.2669 -5.7572 -0.3159  0.2154
H 1.9903 -4.3972 -1.5385  0.2531
H 0.6371 -5.3411 -2.2859  0.2687
H 0.6690 -7.3448 2.0647  0.3189
H -0.4782 -7.7096 4.2612  0.3361

Forces on atoms 1 to 3 (eV/Å):
0.455 0.031 0.227
-0.912 0.307 0.116
0.270 -0.444 -0.203

Computed properties:
Lowest unoccupied orbital energy   0.0428 Ha
Maximum force   0.0635 hartree/bohr
Charge   -1
Orbital gap   4.969 eV
E_HOMO   -3.805 eV



A structure of composition C25H27N5O3W in a non-equilibrium geometry. Source: the OMol25 dataset; level of theory: ωB97M-V/def2-TZVPD.

Last column: Mulliken spin population.
CARTESIAN COORDINATES (ANGSTROEM)
N 0.7245 1.5968 -1.8895  0.0466
C 0.7742 2.7456 -1.7140  0.0475
C 0.8252 4.1728 -1.6184  0.0009
H -0.2042 4.5648 -1.6556  0.0048
H 1.4177 4.5687 -2.4586  0.0004
H 1.2961 4.4579 -0.6622  0.0018
N 2.4301 -1.5061 -2.3470  0.0024
C 3.4081 -2.1422 -2.4300  0.0074
C 4.5946 -2.9335 -2.3595  0.0012
H 5.3237 -2.5360 -3.0706  -0.0003
H 4.3582 -3.9687 -2.6266  -0.0001
H 5.0327 -2.9211 -1.3520  -0.0004
N -1.0955 -1.2803 -1.8562  0.0302
C -2.1425 -1.7487 -1.6478  0.0602
C -3.4326 -2.3596 -1.5571  -0.0016
H -3.3989 -3.1658 -0.8021  0.0034
H -3.6844 -2.7708 -2.5526  -0.0003
H -4.1692 -1.5930 -1.2582  0.0047
W 0.8317 -0.5050 -1.8348  0.6818
C 0.7121 -2.0291 -0.3834  -0.0243
O 0.5902 -2.9299 0.3444  0.0551
C 2.0653 0.1613 -0.3142  -0.0037
O 2.8414 0.5146 0.4774  0.0631
C 1.1162 0.9883 -4.5383  -0.0096
C -0.2728 1.0524 -4.4083  0.0137
C -1.0285 -0.1113 -4.4085  0.0037
C -0.4021 -1.3536 -4.5385  -0.0171
C 0.9812 -1.4207 -4.6679  0.0114
C 1.7428 -0.2456 -4.6690  0.0088
H 1.7150 1.8982 -4.5932  -0.0003
H -0.7752 2.0208 -4.3825  0.0026
H -2.1181 -0.0456 -4.3942  0.0016
H -0.9895 -2.2701 -4.6099  -0.0003
H 1.4618 -2.3911 -4.7916  0.0012
H 2.8247 -0.2848 -4.7942  0.0014
C -0.8673 1.7698 5.0380  0.0057
N -0.4302 1.7245 3.6565  0.3465
N -0.9252 0.7549 2.8465  0.1469
C -0.5805 1.0117 1.5244  -0.0172
O -1.0439 0.3537 0.5606  0.3427
C 0.2544 2.1662 1.5905  0.1514
C 0.2545 2.6207 2.8963  -0.0572
C 0.8478 3.8441 3.4796  0.0094
C -1.4010 -0.4945 3.3366  -0.0063
C -2.7274 -0.5670 3.7558  0.0094
C -3.2145 -1.8078 4.1653  -0.0016
C -2.3769 -2.9280 4.0852  0.0066
C -1.0751 -2.8518 3.5800  -0.0005
C -0.5599 -1.6061 3.2247  0.0178
H -1.9671 1.7775 5.1050  0.0130
H -0.4911 2.6729 5.5189  0.0036
H -0.4836 0.8951 5.5821  0.0193
H 0.7618 2.5136 0.7114  0.0241
H 0.0721 4.5381 3.8337  -0.0059
H 1.5127 3.6293 4.3272  -0.0056
H 1.4353 4.3641 2.7133  -0.0016
H -3.3308 0.3407 3.6665  -0.0022
H -4.2444 -1.8695 4.5059  0.0001
H -2.7560 -3.8876 4.4093  0.0001
H -0.4568 -3.7341 3.4402  0.0001
H 0.4394 -1.4608 2.8113  0.0033

Forces on atoms 1 to 3 (eV/Å):
-0.710 2.085 0.873
-0.111 -1.702 -0.766
0.020 0.512 0.313

Computed properties:
Lowest unoccupied orbital energy (spin up / spin down)   -0.5244 / -0.5305 Ha
Maximum force   0.0959 hartree/bohr
Charge   +4
Spin multiplicity   3
Orbital gap (spin up / spin down)   5.182 / 5.006 eV
E_HOMO (spin up / spin down)   -19.452 / -19.442 eV